Entry 1:
14
Properties=species:S:1:pos:R:3 method="wB97M-V/def2-TZVPD" gap_ev=9.81 e_lumo_ev=0.879 de_lowest_ev=3.1758 energy_ha=-320.76659 homo_ev=-8.93 max_force_ha_per_bohr=0.03632 smiles=CCc1c[nH]nn1
C 0.2950 -0.8808 1.4900
C -0.1737 0.6016 1.1600
C -0.5341 0.9255 -0.3617
C 0.2378 1.0591 -1.5501
N 0.0827 -0.1590 -2.1364
N -0.7642 -0.9511 -1.4769
N -1.2080 -0.2591 -0.5095
H 0.7116 -0.8847 2.5106
H -0.5013 -1.6409 1.4717
H 1.0892 -1.2633 0.8358
H -1.0641 0.7784 1.7697
H 0.6412 1.2534 1.4206
H 0.7711 1.8207 -2.1219
H 0.5467 -0.5612 -2.9299

Entry 2:
17
Properties=species:S:1:pos:R:3 method="wB97M-V/def2-TZVPD" gap_ev=9.13 e_lumo_ev=0.624 de_lowest_ev=2.6321 energy_ha=-648.98529 homo_ev=-8.50 max_force_ha_per_bohr=0.11971 smiles=NCCCS.O
N 0.8601 2.0475 0.6255
C 0.9107 1.5933 -0.7056
C 0.7801 0.0382 -1.0134
C -0.1373 -0.7756 -0.2042
S -2.0365 -0.9740 -0.7066
H 1.6544 2.5111 1.0473
H -0.0227 2.1549 1.0727
H 0.4434 2.1428 -1.5576
H 1.9962 1.6071 -1.1033
H 0.6526 0.1151 -2.1289
H 1.8702 -0.3307 -0.9293
H -0.5221 -0.1575 0.8121
H 0.2206 -1.6784 0.3360
H -1.8615 -0.3240 -1.8299
O 1.3237 -0.9030 2.2045
H 1.0625 -0.8506 3.0763
H 1.1589 -1.8506 2.0347

Entry 3:
27
Properties=species:S:1:pos:R:3 method="wB97M-V/def2-TZVPD" gap_ev=6.96 e_lumo_ev=-4.394 total_charge=+1 de_lowest_ev=1.3787 energy_ha=-1012.72373 homo_ev=-11.35 max_force_ha_per_bohr=0.11044
N 5.4995 -0.2318 -0.6682
C 4.3734 0.2991 -1.2469
N 3.8338 1.7373 -1.2283
C 2.3143 1.5672 -1.0367
C 2.0460 -0.0518 -1.2001
S 0.3451 -0.6752 -1.6727
N 3.2523 -0.3927 -2.0514
H 5.6811 -1.2791 -0.6870
H 6.1778 0.3519 -0.1236
H 4.3490 2.1296 -0.3912
H 1.7154 2.0379 -1.9265
H 1.9323 1.9584 0.0115
H 2.3741 -0.4907 -0.1444
H -0.4139 -0.5936 -0.4769
H 3.4865 -1.4000 -2.1910
F -1.4298 0.4510 1.8620
C -2.6623 0.0219 1.5599
C -2.8260 -1.2226 0.9615
C -4.1095 -1.6720 0.6514
C -5.2154 -0.8663 0.9334
C -5.0404 0.3835 1.5295
C -3.7577 0.8278 1.8497
H -1.9547 -1.8311 0.7423
H -4.2487 -2.6469 0.1906
H -6.2159 -1.2153 0.6873
H -5.9022 1.0107 1.7443
H -3.6042 1.7927 2.3214

Entry 4:
7
Properties=species:S:1:pos:R:3 method="wB97M-V/def2-TZVPD" gap_ev=10.84 e_lumo_ev=0.648 de_lowest_ev=0.8692 energy_ha=-667.53325 homo_ev=-10.20 max_force_ha_per_bohr=0.08822 smiles="O=C1N[C@@H]1Cl"
O 0.8835 1.9122 -0.0392
C 0.3877 0.8360 -0.0779
N 0.4730 -0.3942 -0.6609
C -0.5092 -0.2316 0.3973
Cl -2.1976 -0.3988 -0.1805
H 1.1962 -0.9867 -0.7058
H -0.2336 -0.7369 1.2669

Entry 5:
37
Properties=species:S:1:pos:R:3 method="wB97M-V/def2-TZVPD" gap_ev=8.60 e_lumo_ev=0.898 de_lowest_ev=1.6549 energy_ha=-713.90146 homo_ev=-7.70 max_force_ha_per_bohr=0.03969 smiles=Cc1c[nH]c2ccccc12.CCc1ccccc1
C -0.8705 -2.9305 -1.0245
C -1.6483 -1.9490 -1.8511
C -2.8371 -2.1586 -2.4862
N -3.2797 -0.9848 -3.0635
C -2.2786 -0.0568 -2.9590
C -2.0457 1.1327 -3.6639
C -0.8236 1.7616 -3.5263
C -0.0906 1.4339 -2.3529
C -0.3109 0.3114 -1.5878
C -1.2784 -0.5767 -2.0836
H -0.2201 -2.4320 -0.3076
H -0.2268 -3.5342 -1.6725
H -1.4819 -3.6877 -0.5287
H -3.4332 -3.0506 -2.5944
H -4.0872 -0.9864 -3.6330
H -2.8196 1.4539 -4.3538
H -0.4746 2.5417 -4.1824
H 0.6844 2.1585 -2.1266
H 0.0084 0.2485 -0.5561
C 3.9977 2.1101 1.8391
C 2.4727 2.1231 1.9238
C 2.0214 0.9197 2.6980
C 2.2566 -0.4189 2.4273
C 1.4566 -1.3918 3.0274
C 0.4596 -1.0932 3.9266
C 0.3160 0.2722 4.2922
C 1.1752 1.2152 3.8091
H 4.4722 1.1382 1.6727
H 4.5037 2.5165 2.7184
H 4.3966 2.6520 0.9696
H 2.1300 3.0342 2.4069
H 2.1125 2.1525 0.8897
H 2.8023 -0.6603 1.5207
H 1.5901 -2.4374 2.7665
H -0.1204 -1.7900 4.5076
H -0.3178 0.5948 5.1122
H 1.2481 2.2131 4.2063

Entry 6:
14
Properties=species:S:1:pos:R:3 method="wB97M-V/def2-TZVPD" gap_ev="7.56 / 4.85" e_lumo_ev="-5.974 / -7.591" total_charge=+1 de_lowest_ev=5.1918 energy_ha=-580.01828 homo_ev="-13.53 / -12.44" max_force_ha_per_bohr=0.06752
C 0.6975 0.7361 -0.9576
C -0.5365 -1.5512 0.8672
C -1.2408 -0.1912 0.2529
N 0.4111 -2.2360 0.0944
N -0.3857 0.8634 -0.1655
N 1.3826 1.7873 -1.1636
I 2.2735 -1.8781 0.5458
H -0.2354 -1.0827 1.7567
H -1.3835 -2.1302 0.7381
H -1.8253 -0.5979 -0.5961
H -1.9459 0.1490 0.9857
H -0.5086 1.7940 0.2080
H 2.1799 1.6855 -1.8487
H 1.1170 2.6521 -0.7174

Entry 7:
9
Properties=species:S:1:pos:R:3 method="wB97M-V/def2-TZVPD" gap_ev="8.52 / 4.14" e_lumo_ev="-9.898 / -12.785" total_charge=+2 multiplicity=4 de_lowest_ev=0.0000 energy_ha=-1723.15448 homo_ev="-18.42 / -16.93" s2=3.768 max_force_ha_per_bohr=0.15571
C 1.9860 4.3366 -1.1428
C 0.7994 4.3658 -1.6938
O -0.3060 4.0787 -1.9639
C 0.0393 1.3044 0.1230
O 1.1521 1.4568 0.3628
O -1.0982 1.0162 0.1262
H 2.7533 5.0426 -1.4557
Co -2.7685 0.2742 -0.0384
H 2.1587 3.5016 -0.4045

Entry 8:
110
Properties=species:S:1:pos:R:3 method="wB97M-V/def2-TZVPD" gap_ev=7.36 e_lumo_ev=-2.664 de_lowest_ev=3.7556 energy_ha=-9001.37736 homo_ev=-10.03 max_force_ha_per_bohr=0.08245 smiles="O=C1C=CC(=O)C=C1.O=C1C=CC(=O)C=C1.O=C1C=CC(=O)C=C1.O=C1C=CC(=O)C=C1.O=C1C=CC(=O)C=C1.O=C1C=CC(=O)C=C1.CCOS(C)(=O)=O.CCOS(C)(=O)=O.BrCCBr"
O -4.9310 2.5035 5.0132
C -3.7756 2.4737 4.6597
C -3.2950 1.7075 3.4856
C -2.0100 1.5977 3.1146
C -0.9338 2.2821 3.8023
O 0.3001 2.3206 3.4693
C -1.3515 2.8980 5.0411
C -2.6726 2.9344 5.4511
H -3.9963 1.1442 2.8878
H -1.8396 0.9224 2.2892
H -0.5566 3.2521 5.6806
H -2.8344 3.4828 6.3674
O 2.5736 2.8158 -0.4519
C 2.1946 1.6557 -0.3448
C 1.7330 0.7573 -1.3778
C 1.5528 -0.5794 -1.2345
C 1.4304 -1.2685 0.0967
O 1.0350 -2.4202 0.2877
C 1.8947 -0.3099 1.1711
C 2.2497 0.9966 0.9929
H 1.5180 1.2550 -2.3119
H 1.1798 -1.1875 -2.0454
H 2.0218 -0.6542 2.1868
H 2.4681 1.5594 1.8884
O 4.2666 1.1172 -3.7739
C 3.8225 2.1462 -4.2665
C 3.6347 2.3361 -5.7139
C 3.1928 3.4572 -6.3002
C 2.7948 4.6619 -5.5737
O 2.4215 5.6408 -6.0959
C 2.8961 4.5045 -4.0725
C 3.4031 3.3387 -3.4904
H 3.9118 1.5839 -6.4376
H 3.1348 3.4632 -7.3786
H 2.6255 5.3797 -3.5006
H 3.6489 3.3311 -2.4388
O -2.0484 -1.1495 -9.0159
C -1.4457 -0.5283 -8.1272
C 0.0093 -0.4858 -7.9407
C 0.7701 0.1506 -6.9522
C 0.0682 0.8932 -5.9117
O 0.6061 1.3250 -4.8783
C -1.4032 1.0614 -6.1812
C -2.0986 0.4481 -7.1696
H 0.6672 -0.9645 -8.6510
H 1.8418 0.0675 -6.8476
H -1.8808 1.7987 -5.5529
H -3.1355 0.6455 -7.3980
O -0.0373 6.6805 2.0354
C -0.1278 5.8703 1.1386
C -1.1965 4.8009 1.1612
C -1.2406 3.8954 0.0817
C -0.4824 3.9182 -1.2018
O -0.7854 3.0651 -2.0269
C 0.5405 4.8953 -1.1034
C 0.7019 5.7935 -0.1198
H -1.8727 4.7174 1.9992
H -1.9818 3.1200 0.2078
H 1.1638 5.0207 -1.9764
H 1.5072 6.5108 -0.1778
O 4.1728 -2.3655 3.9576
C 3.5368 -3.4416 4.1630
C 2.2406 -3.7947 3.6509
C 1.6975 -5.0147 3.6220
C 2.4246 -6.2370 4.1627
O 1.9500 -7.3357 4.2718
C 3.7483 -5.8877 4.7696
C 4.2438 -4.6340 4.7828
H 1.6647 -2.9149 3.4047
H 0.6975 -5.2154 3.2667
H 4.4268 -6.6950 5.0028
H 5.1822 -4.4144 5.2704
C -1.7530 -3.1660 -2.3080
C -1.9923 -1.7371 -2.6228
O -2.1497 -0.9397 -1.4579
S -3.2924 0.2743 -1.3082
C -3.1630 1.1245 -3.0274
O -4.5744 -0.4172 -1.3132
O -2.7666 1.1273 -0.2477
H -0.8413 -3.3058 -1.7271
H -1.6110 -3.7640 -3.2082
H -2.5229 -3.5579 -1.6433
H -1.1502 -1.4061 -3.2305
H -2.9643 -1.6744 -3.1122
H -3.6013 0.5344 -3.8322
H -2.0904 1.1630 -3.2172
H -3.4529 2.1499 -2.7976
C -3.5236 -1.9038 2.2243
C -2.5122 -2.6359 1.3014
O -1.7131 -3.5920 2.0468
S -2.2472 -5.1763 2.0532
C -1.2255 -5.6985 0.5957
O -1.7617 -5.8740 3.2482
O -3.6426 -5.2164 1.6198
H -3.1612 -1.3116 3.0646
H -4.2339 -2.6673 2.5416
H -4.1643 -1.2606 1.6212
H -3.0823 -3.0109 0.4515
H -1.7768 -1.9644 0.8582
H -1.3629 -6.7556 0.3684
H -0.1582 -5.5192 0.7254
H -1.5342 -5.0560 -0.2289
Br 2.8997 -0.8824 9.1358
C 2.6421 -0.7523 7.1657
C 1.4175 -0.0394 6.8097
Br 1.2770 -0.1556 4.8782
H 2.5038 -1.7679 6.7949
H 3.5642 -0.4025 6.7014
H 1.3675 1.0240 7.0436
H 0.5203 -0.4852 7.2392

Entry 9:
16
Properties=species:S:1:pos:R:3 method="wB97M-V/def2-TZVPD" gap_ev=8.91 e_lumo_ev=0.606 de_lowest_ev=5.6362 energy_ha=-413.20892 homo_ev=-8.30 max_force_ha_per_bohr=0.11193
H -3.4906 -0.0842 0.3402
N -2.4215 -0.0857 0.6018
C -1.9700 -0.9413 -0.1783
N -0.5555 -0.9983 -0.5100
C 0.4019 -0.1335 0.0133
N 0.5701 1.1586 -0.1410
O -0.7950 1.8900 -0.2021
N 1.6188 -0.8262 0.2796
C 2.9563 0.0009 0.0083
H -2.4843 -1.7011 -0.7795
H 0.0415 -1.9598 -0.5414
H -1.3699 1.4846 0.6019
H 1.3181 -1.3565 1.2428
H 3.0497 0.5952 0.9275
H 3.6612 -0.8575 0.0809
H 2.8227 0.4642 -0.9298

Entry 10:
53
Properties=species:S:1:pos:R:3 method="wB97M-V/def2-TZVPD" gap_ev="4.37 / 4.37" e_lumo_ev="-15.238 / -15.233" total_charge=+4 energy_ha=-4432.06370 homo_ev="-19.61 / -19.61" max_force_ha_per_bohr=0.05792
Pd 0.3760 -0.5065 0.7302
O -3.2551 5.6582 -2.4422
C -3.1134 5.4629 -1.1809
O -3.7287 5.9581 -0.2902
C -2.0732 4.4097 -0.6881
C -1.3699 4.7353 0.5062
C -0.6628 3.7710 1.1800
C -0.6561 2.4370 0.7431
C -1.2011 2.0790 -0.6194
C -1.9662 3.1993 -1.2695
N -0.1828 1.3906 1.4562
C -0.0217 1.4581 2.7677
C 0.4240 0.3195 3.4912
C 0.5782 0.3339 4.8891
C 0.9752 -0.8196 5.5392
C 1.1909 -1.9706 4.7918
C 1.0211 -1.9228 3.4102
N 0.6555 -0.8155 2.7733
H -2.6298 5.3097 -3.0967
H -1.4189 5.7440 0.8882
H -0.1277 4.0697 2.0706
H -1.9299 1.2546 -0.4981
H -2.4993 2.9472 -2.1735
H -0.2940 2.3526 3.3180
H 0.3778 1.2457 5.4320
H 1.1139 -0.8241 6.6137
H 1.4879 -2.8966 5.2601
H 1.1864 -2.8270 2.8362
Br 4.6874 -4.4073 0.2357
C 2.8026 -4.0339 0.2367
C 1.8649 -5.0706 0.1989
C 0.5159 -4.7463 0.2536
C 0.1367 -3.4107 0.3349
N 1.0445 -2.4228 0.3403
C 2.3447 -2.7102 0.2985
H 2.1835 -6.1050 0.1333
H -0.2355 -5.5256 0.2403
H -0.9140 -3.1263 0.4093
H 3.0538 -1.8876 0.3257
S -0.1858 1.9871 -3.2771
C -0.0180 1.5038 -1.4871
N 0.0652 0.0694 -1.3903
C -0.0075 -0.5383 -2.5873
C 0.0228 -1.9270 -2.8529
C 0.0053 -2.3937 -4.1625
C -0.0845 -1.5216 -5.2483
C -0.1547 -0.1439 -5.0333
C -0.1207 0.3328 -3.7270
H 0.9260 1.9722 -1.1533
H 0.0613 -2.6288 -2.0352
H 0.0636 -3.4546 -4.3568
H -0.0985 -1.9000 -6.2606
H -0.2156 0.5352 -5.8738

Entry 11:
18
Properties=species:S:1:pos:R:3 method="wB97M-V/def2-TZVPD" gap_ev=9.35 e_lumo_ev=0.327 de_lowest_ev=0.0000 energy_ha=-2215.80250 homo_ev=-9.02 max_force_ha_per_bohr=0.07149 smiles="N[C@]1(Cl)NC(Cl)=C(Cl)[C@](N)(Cl)N1"
N -1.4858 1.9897 0.1982
C -1.1902 0.6608 -0.1882
Cl -2.6756 0.1133 -1.4380
N -1.2750 -0.1662 0.9090
C -0.5146 -1.3536 1.0232
Cl -1.3531 -2.5722 1.8572
C 0.7163 -1.4275 0.5193
Cl 1.7551 -2.8002 0.7787
C 1.1309 -0.2788 -0.3234
N 2.0892 -0.4783 -1.2532
Cl 1.7197 1.0988 1.0546
N -0.0105 0.3933 -0.8279
H -1.0791 2.1897 1.1189
H -1.0891 2.7235 -0.4106
H -2.1422 -0.0555 1.4294
H 2.5308 0.3117 -1.6879
H 2.5217 -1.4138 -1.3734
H 0.3516 1.0652 -1.3859

Entry 12:
14
Properties=species:S:1:pos:R:3 method="wB97M-V/def2-TZVPD" gap_ev=11.59 e_lumo_ev=-3.210 total_charge=+1 de_lowest_ev=3.7311 energy_ha=-283.02665 homo_ev=-14.80 max_force_ha_per_bohr=0.07243 smiles=C1[NH2+]CN2N[C@@H]12
C 0.6495 -0.9977 0.2700
N 0.9737 0.3256 -0.4706
C 0.2089 1.3524 0.3154
N -1.0977 0.5988 0.4469
N -1.2966 -0.1900 -0.7241
C -0.8430 -0.8199 0.4497
H 1.3272 -1.1944 1.2246
H 0.8444 -1.8219 -0.4179
H 1.9195 0.5490 -0.7642
H 0.4142 0.1118 -1.3057
H 0.5487 1.6037 1.2742
H 0.1334 2.3079 -0.3088
H -2.2804 -0.1922 -1.0227
H -1.5018 -1.6331 1.0332

Entry 13:
50
Properties=species:S:1:pos:R:3 method="wB97M-V/def2-TZVPD" gap_ev="6.14 / 5.97" e_lumo_ev="2.274 / 2.274" total_charge=-1 multiplicity=2 energy_ha=-2106.39486 homo_ev="-3.87 / -3.70" s2=0.754 max_force_ha_per_bohr=0.10618
Ag -0.0154 -1.8153 0.4085
C 2.9997 -0.6695 -0.8331
O 2.1523 -1.3319 0.1086
H 3.6943 -0.0012 -0.3241
H 3.5504 -1.4401 -1.3726
H 2.3413 -0.0963 -1.4858
S -1.7638 -3.8942 0.1640
O -0.3571 -3.8808 -0.1106
O -2.0039 -4.8548 1.2443
O -1.9738 -2.4974 0.6164
O -2.5226 -4.0928 -1.0412
C 1.3321 4.3944 -0.2435
C -0.0551 3.7095 -0.2643
C -0.4277 3.1888 -1.6311
O -0.6697 1.8332 -1.5210
C -0.4128 1.4339 -0.2071
O -0.6167 0.3344 0.2863
O 0.0883 2.4951 0.4802
H 1.8294 4.4249 0.7260
H 1.3238 5.4218 -0.6072
H 1.9329 3.6919 -0.8212
H -0.8508 4.3997 0.0162
H 0.3190 3.4386 -2.3848
H -1.3903 3.6543 -1.8432
C -0.1563 0.6160 -5.8043
C -0.9894 -0.3350 -5.0221
C -0.6983 -1.7593 -5.3579
O -0.4415 -2.4120 -4.1587
C -0.4899 -1.5407 -3.1570
O -0.4919 -1.6990 -1.9353
O -0.5594 -0.3328 -3.6893
H 0.9074 0.6257 -5.5666
H -0.6406 1.5876 -5.7067
H -0.3138 0.3830 -6.8574
H -2.0647 -0.1572 -5.0060
H 0.2176 -1.8441 -5.9427
H -1.4286 -2.2260 -6.0190
C 0.5490 -1.3642 7.1271
C -0.5218 -0.9632 6.0959
C -0.3737 0.4301 5.6089
O -0.7295 0.3886 4.2512
C -0.4710 -0.8692 3.7510
O -0.3507 -1.2100 2.5803
O -0.3172 -1.6397 4.8674
H 1.5587 -1.0756 6.8351
H 0.5819 -2.4443 7.2700
H 0.4489 -0.8170 8.0645
H -1.5268 -1.1643 6.4668
H 0.6529 0.7737 5.7358
H -0.8552 1.2019 6.2093

Entry 14:
60
Properties=species:S:1:pos:R:3 method="wB97M-V/def2-TZVPD" gap_ev="5.57 / 5.62" e_lumo_ev="2.093 / 2.079" total_charge=-1 de_lowest_ev=0.3010 energy_ha=-7143.00509 homo_ev="-3.47 / -3.54" max_force_ha_per_bohr=0.01284
Ti 0.3576 0.1868 -0.2005
O -0.7503 1.4042 -4.0908
C -0.1112 1.1308 -2.9483
O -0.6834 0.5169 -2.0331
C 1.2372 1.5333 -2.7208
C 2.0630 2.1950 -3.5936
C 3.3710 2.5303 -3.1907
C 3.7473 2.2131 -1.9038
C 2.8733 1.5586 -1.0330
N 1.5946 1.1456 -1.4453
C 3.0351 1.2112 0.3097
O 4.1462 1.3920 1.0544
O 2.0607 0.6331 0.8638
H -1.6318 1.0101 -4.0084
H 1.6961 2.4544 -4.5767
H 4.0462 3.0412 -3.8605
H 4.7382 2.4919 -1.5601
H 4.7953 1.8867 0.5424
N -1.6790 -0.9021 -0.1131
C -2.0956 -1.6942 -1.2050
C -3.3141 -1.4414 -1.8255
C -3.7105 -2.1734 -2.9334
C -2.8796 -3.1692 -3.4243
C -1.6646 -3.4150 -2.8037
C -1.2432 -2.6933 -1.6869
C 0.0994 -2.9409 -1.0936
C 0.5649 -4.2577 -1.0883
C 1.8634 -4.5565 -0.7124
C 2.7130 -3.5210 -0.3622
C 2.2369 -2.2164 -0.3366
C 0.9154 -1.8763 -0.6588
H -2.3216 -0.1386 0.0863
H -1.4933 -1.4189 0.7516
H -3.9495 -0.6589 -1.4262
H -4.6615 -1.9644 -3.4072
H -3.1658 -3.7441 -4.2958
H -1.0000 -4.1642 -3.2144
H -0.1041 -5.0620 -1.3720
H 2.2043 -5.5846 -0.6986
H 3.7412 -3.7246 -0.0862
H 2.9272 -1.4422 -0.0216
O 1.3877 2.0132 3.4116
C 0.2794 1.8594 4.2592
C -1.0943 1.8033 3.5539
C -2.1034 2.2918 4.6046
O -3.4635 2.1248 4.2259
C -1.4867 0.3697 3.1650
Se -0.0497 -0.7628 2.4632
C -1.1218 2.8132 2.3861
Se -1.1387 2.2372 0.5081
H 1.4430 1.2181 2.8514
H 0.2974 2.7369 4.9169
H 0.3812 0.9664 4.8906
H -1.9059 3.3501 4.8284
H -1.9780 1.7230 5.5306
H -3.5231 2.2941 3.2785
H -2.3038 0.4032 2.4411
H -1.8731 -0.1357 4.0530
H -0.2850 3.4996 2.5050
H -2.0301 3.4195 2.4502